77
Properties=species:S:1:pos:R:3:forces:R:3 method="wB97M-V/def2-TZVPD" gap_ev=7.0 charge=-1 spin_multiplicity=1 relative_energy_kj_mol=113.8 max_force_ev_per_a=2.2
Ca 1.048016 0.190355 0.325502 -0.820 0.021 1.731
Cl 7.445301 3.837875 -2.485107 -0.140 -0.042 0.058
C 5.987395 3.153552 -1.841697 0.070 0.013 -0.030
C 6.035347 2.056376 -0.985590 0.045 -0.172 0.118
Cl 7.571756 1.368386 -0.562055 -0.159 0.097 -0.050
C 4.868030 1.499146 -0.473733 0.579 -0.152 0.009
Cl 4.937730 0.122678 0.584151 -0.115 0.223 -0.138
C 3.598956 2.008207 -0.802840 -1.141 -0.317 0.240
O 2.508144 1.489248 -0.353721 1.822 1.022 -0.619
C 3.575553 3.122586 -1.671848 0.042 0.381 -0.214
Cl 2.018028 3.780349 -2.082893 0.320 -0.188 0.120
C 4.741922 3.682871 -2.176876 -0.236 0.110 -0.074
Cl 4.645860 5.051464 -3.241366 0.056 -0.171 0.137
Cl 0.874360 2.593441 1.894907 0.024 0.149 0.424
C 0.792230 2.267161 3.622746 -0.068 0.165 -0.325
C 0.591217 3.377390 4.427408 -0.004 -0.053 -0.087
C 0.517335 3.220032 5.800832 -0.001 0.040 0.022
C 0.645550 1.944983 6.326197 0.009 -0.124 0.005
C 0.847125 0.855418 5.491484 0.013 -0.129 0.186
Cl 0.987839 -0.698303 6.292368 -0.001 0.166 -0.246
C 0.939799 0.945143 4.085009 0.043 -0.238 -0.186
S 1.186422 -0.437997 3.036994 -0.130 0.334 0.702
H 0.500359 4.354422 3.967158 0.005 -0.079 0.020
H 0.367157 4.075926 6.450415 0.012 -0.096 -0.068
H 0.592342 1.776306 7.394671 0.005 0.004 -0.057
C 3.120582 -3.358215 0.915339 -0.020 0.053 -0.050
C 2.706651 -2.782161 -0.397451 -0.038 0.193 -0.072
N 2.034574 -1.663497 -0.578124 0.490 -0.816 -1.201
C 1.908016 -1.502168 -1.963001 -0.380 0.393 0.572
C 2.508519 -2.547424 -2.592222 0.163 -0.215 -0.247
N 2.998036 -3.342044 -1.591552 0.205 -0.240 0.255
C 2.695550 -3.015591 -3.992647 -0.115 -0.149 0.226
O 2.226599 -2.259179 -4.950517 -0.133 0.028 -0.064
O 3.242348 -4.084399 -4.180609 0.060 0.081 -0.061
C 1.095278 -0.372600 -2.568497 -0.280 0.060 0.373
O 1.184016 -0.205019 -3.798272 -0.093 -0.218 -0.104
O 0.356899 0.276786 -1.769430 0.157 -0.320 -1.136
H 2.639010 -2.813906 1.726097 -0.035 0.027 -0.039
H 4.201333 -3.276657 1.052828 -0.030 0.012 -0.055
H 2.845582 -4.413107 0.984266 0.001 0.056 -0.017
H 3.503709 -4.194256 -1.776621 -0.016 0.005 -0.007
H 1.771110 -1.435284 -4.560223 0.162 0.247 0.062
O -0.742491 -1.420427 0.416227 -1.084 0.472 -0.635
P -2.007927 -0.763066 -0.096851 0.443 -0.535 0.623
C -3.448349 -1.503882 0.705544 -0.127 -0.182 0.174
C -3.283333 -2.756012 1.294324 -0.141 0.062 0.057
C -4.376000 -3.403383 1.863783 0.042 0.089 -0.044
C -5.627510 -2.802456 1.848088 0.034 0.027 -0.025
C -5.795394 -1.548640 1.266862 0.137 -0.071 0.013
C -4.707486 -0.901384 0.699618 -0.020 -0.066 -0.048
C -2.353812 -1.038260 -1.836458 0.182 0.000 -0.332
C -1.681117 -2.102073 -2.436563 -0.019 0.039 -0.117
C -1.915262 -2.412949 -3.768840 0.022 -0.001 0.027
C -2.824440 -1.668092 -4.508553 0.016 0.042 0.067
C -3.503185 -0.612885 -3.912351 0.041 0.005 0.102
C -3.269830 -0.294003 -2.578181 -0.019 -0.126 -0.084
C -2.139890 0.985866 0.316628 -0.144 0.224 -0.015
C -2.490788 1.271397 1.644826 0.145 0.118 -0.138
C -2.650964 2.582712 2.055221 0.047 0.031 -0.042
C -2.465751 3.617626 1.144882 -0.017 0.039 0.051
C -2.097147 3.348049 -0.164616 0.071 -0.078 0.001
C -1.925011 2.033811 -0.585901 0.046 -0.157 0.076
H -2.296266 -3.203621 1.322412 -0.036 0.048 -0.025
H -4.242240 -4.373760 2.326629 -0.021 0.034 -0.009
H -6.474973 -3.306577 2.296580 0.014 0.005 -0.010
H -6.769214 -1.074073 1.261914 0.027 -0.021 0.006
H -4.842498 0.080778 0.257215 0.039 -0.052 0.022
H -0.950729 -2.662298 -1.862896 -0.023 0.040 0.006
H -1.370018 -3.224398 -4.237220 -0.021 0.041 0.035
H -2.991320 -1.899150 -5.554726 0.001 0.009 0.071
H -4.207000 -0.026647 -4.492030 0.035 -0.012 0.048
H -3.802120 0.537696 -2.130794 0.046 -0.020 0.024
H -2.618959 0.469008 2.359653 -0.008 -0.053 -0.007
H -2.899095 2.795340 3.088346 0.007 0.010 -0.053
H -2.585931 4.645159 1.470113 0.008 -0.047 -0.025
H -1.915351 4.160385 -0.858281 -0.017 -0.044 0.027
H -1.590177 1.821927 -1.596057 -0.035 -0.029 0.064